ORCA calculation (ωB97M-V/def2-TZVPD) on a molecular structure, C5H11IN at a distorted geometry.

Structure (XYZ):
```
18
Properties=species:S:1:pos:R:3:forces:R:3
C -2.916 2.265 -0.289 -0.8 -0.8 -0.9
C -2.009 2.948 0.165 -2.5 -1.5 -1.5
C 1.194 -2.142 0.028 1.8 -6.3 -2.7
C 1.923 0.201 0.254 0.3 1.0 -0.4
C -0.230 -0.169 -0.426 -0.7 0.6 0.0
N 0.857 -0.815 0.355 -2.4 1.3 3.4
I -2.081 -0.839 0.348 -0.1 -0.2 -0.6
H -3.672 2.010 -1.072 0.6 0.7 1.1
H -2.712 1.169 0.264 0.3 -0.4 0.1
H -1.179 3.480 0.332 2.7 1.7 1.1
H 0.811 -2.522 -0.968 0.1 1.3 0.8
H 2.271 -2.543 -0.070 -1.0 1.9 0.5
H 0.812 -2.994 0.641 -0.3 1.4 0.4
H 2.338 0.049 -0.770 -0.6 0.7 0.5
H 1.424 1.240 0.453 1.4 -2.2 -0.5
H 2.753 -0.078 0.875 0.3 0.2 0.8
H 0.036 -0.339 -1.471 -0.8 -0.3 -0.1
H 0.383 -0.922 1.351 1.7 0.9 -2.0
```
Forces are in eV/Å.

Summary:
Total charge: +1
HOMO level (alpha / beta), eV: -11.221 / -11.220
Kohn-Sham gap (alpha / beta), eV: 6.149 / 6.146
Lowest unoccupied orbital energy (alpha / beta), eV: -5.1 / -5.1


ORCA calculation (ωB97M-V/def2-TZVPD) on 2 unconnected molecules or ions with the total composition C5H11ISi at a distorted geometry.

Structure (XYZ):
```
18
Properties=species:S:1:pos:R:3:forces:R:3
C 3.067 -1.874 1.370 1.7 -1.0 1.8
C 2.680 -0.976 0.562 -3.6 3.4 -2.9
C 0.228 2.101 1.171 1.0 0.0 0.0
C -1.387 -0.282 1.210 0.3 -3.1 -0.9
C -0.108 0.342 -1.753 -2.5 -0.6 1.1
Si -0.137 0.503 0.140 2.1 -0.1 1.0
I 3.913 0.089 -0.845 0.0 -0.3 0.5
H 4.115 -1.977 1.567 0.7 -0.6 0.0
H 2.413 -2.346 2.061 -0.7 -0.4 0.4
H 1.105 2.625 0.745 -0.3 -0.2 0.3
H -0.596 2.805 1.090 -0.3 0.0 -0.2
H 0.387 1.991 2.305 -0.1 -0.4 -1.9
H -1.020 -0.318 2.239 -0.5 0.4 -0.1
H -2.328 0.157 1.011 -1.1 1.1 0.5
H -1.635 -1.343 0.904 0.6 0.8 0.3
H -0.965 0.718 -2.357 0.6 0.1 0.7
H 0.786 0.759 -2.023 2.3 1.5 -1.0
H 0.012 -0.688 -2.042 -0.1 -0.7 0.3
```
Forces are in eV/Å.

Summary:
Total charge: 0
HOMO level (alpha / beta), eV: -7.163 / -7.160
Kohn-Sham gap (alpha / beta), eV: 6.926 / 6.922
Lowest unoccupied orbital energy (alpha / beta), eV: -0.2 / -0.2


ORCA calculation (ωB97M-V/def2-TZVPD) on a gas-phase ion, C5H11N (charge -1) at a distorted geometry.

Structure (XYZ):
```
17
Properties=species:S:1:pos:R:3:forces:R:3
C -1.998 -1.166 -0.446 -1.6 -0.8 -0.2
N -0.569 -1.365 -0.461 -0.8 0.1 0.1
C 0.058 -0.951 0.796 0.7 0.5 -0.4
C 0.364 0.567 0.830 0.4 -0.6 0.2
C 1.554 0.850 -0.011 0.9 0.1 -1.1
C 1.768 2.035 -0.769 -0.8 0.2 0.8
H -2.474 -1.819 0.302 0.3 0.1 0.1
H -2.491 -0.183 -0.302 0.9 0.3 0.2
H -2.468 -1.506 -1.380 0.4 -0.1 -0.1
H -0.198 -0.834 -1.242 0.5 0.1 0.3
H -0.548 -1.319 1.632 -0.2 0.1 -0.1
H 1.031 -1.446 0.866 -0.1 -0.1 0.1
H -0.499 1.085 0.400 -0.1 0.3 0.3
H 0.506 0.862 1.897 -0.4 0.1 0.1
H 2.448 0.221 0.084 -0.4 -0.3 0.3
H 1.094 2.870 -0.568 0.0 0.1 -0.4
H 2.420 2.098 -1.630 0.2 0.0 0.1
```
Forces are in eV/Å.

Summary:
Total charge: -1
HOMO level (alpha / beta), eV: 1.063 / -2.518
Kohn-Sham gap (alpha / beta), eV: 3.000 / 6.537
Lowest unoccupied orbital energy (alpha / beta), eV: 4.1 / 4.0
Spin multiplicity: 2


ORCA calculation (ωB97M-V/def2-TZVPD) on a single C5H11N molecule.

Structure (XYZ):
```
17
Properties=species:S:1:pos:R:3:forces:R:3
C 1.044 -0.680 -1.556 -0.1 -0.1 -0.1
C 0.033 0.234 -0.862 0.1 0.1 -0.1
C -0.990 -0.005 0.243 -0.1 -0.1 0.0
C -1.494 -1.360 0.670 0.1 -0.1 0.0
N 0.354 0.385 0.526 0.1 -0.1 0.2
C 0.844 1.603 1.109 0.0 0.1 0.1
H 2.001 -0.502 -1.049 -0.2 -0.1 -0.2
H 1.186 -0.420 -2.610 -0.2 -0.1 0.1
H 0.852 -1.754 -1.482 -0.2 0.1 0.0
H -0.240 1.105 -1.468 0.3 0.2 0.3
H -1.749 0.785 0.361 0.2 -0.1 -0.3
H -1.776 -1.380 1.730 0.1 0.1 -0.2
H -2.383 -1.622 0.084 0.2 0.0 0.1
H -0.724 -2.117 0.507 -0.1 0.0 0.0
H 1.761 1.867 0.567 -0.2 0.1 0.2
H 1.119 1.391 2.147 -0.1 0.2 -0.1
H 0.162 2.469 1.085 0.0 -0.2 -0.1
```
Forces are in eV/Å.

Summary:
SMILES string: C[C@@H]1[C@H](C)N1C
Total charge: 0
HOMO level, eV: -8.823
Kohn-Sham gap, eV: 10.028
Lowest unoccupied orbital energy, eV: 1.2


ORCA calculation (ωB97M-V/def2-TZVPD) on a single C5H11N molecule at a distorted geometry.

Structure (XYZ):
```
17
Properties=species:S:1:pos:R:3:forces:R:3
C 1.923 -1.107 0.205 0.0 -0.1 0.0
C 0.567 -0.667 0.711 -0.1 -0.4 -0.1
N 0.369 0.762 0.788 0.0 -0.1 0.3
C 0.270 1.541 -0.432 -0.1 -0.2 -0.2
C -0.952 1.096 0.334 -0.9 -0.9 -0.6
C -1.929 -0.102 -0.347 -0.2 1.3 0.2
H 1.884 -2.184 0.017 0.2 0.1 0.0
H 2.164 -0.610 -0.742 0.0 -0.1 0.1
H 2.731 -0.905 0.916 -0.2 0.0 -0.1
H -0.264 -0.979 0.060 1.4 -0.9 0.4
H 0.349 -1.065 1.710 0.2 0.0 -0.1
H 0.818 2.490 -0.376 -0.8 -0.1 0.0
H 0.324 1.084 -1.422 0.3 -0.3 0.2
H -1.516 1.779 0.987 0.1 -0.4 -0.5
H -2.357 0.401 -1.203 -0.6 0.3 0.0
H -2.704 -0.350 0.384 -0.1 0.4 0.0
H -1.719 -1.124 -0.779 0.8 1.3 0.6
```
Forces are in eV/Å.

Summary:
SMILES string: CCN1C[C@H]1C
Total charge: 0
HOMO level, eV: -8.962
Kohn-Sham gap, eV: 10.060
Lowest unoccupied orbital energy, eV: 1.1


ORCA calculation (ωB97M-V/def2-TZVPD) on a molecular structure, C5H11N at a distorted geometry.

Structure (XYZ):
```
17
Properties=species:S:1:pos:R:3:forces:R:3
C 0.237 -0.610 -1.717 -0.1 0.2 -0.3
C 0.563 0.160 -0.453 0.2 0.2 -0.1
C -0.361 1.121 0.245 0.5 0.5 -0.7
C -1.795 1.031 -0.216 -0.1 -0.4 0.2
N 0.287 -0.614 0.750 -2.1 0.3 1.3
C 1.298 -0.589 1.784 0.8 -0.1 -0.2
H -0.764 -1.047 -1.692 0.2 0.1 0.0
H 0.960 -1.421 -1.871 -0.1 0.2 0.1
H 0.295 0.060 -2.582 0.0 -0.1 0.0
H 1.612 0.479 -0.450 -0.2 0.1 -0.1
H -0.513 -0.035 1.241 0.4 -1.0 -0.2
H -2.469 1.515 0.490 0.0 0.0 0.0
H -1.846 1.595 -1.153 0.1 0.0 -0.1
H -2.191 0.027 -0.431 0.1 0.1 0.0
H 2.032 -1.301 1.433 0.5 -0.2 0.2
H 0.907 -0.924 2.738 -0.2 -0.1 0.0
H 1.778 0.381 1.922 -0.1 0.2 -0.1
```
Forces are in eV/Å.

Summary:
Total charge: 0
HOMO level, eV: -8.031
Kohn-Sham gap, eV: 9.202
Lowest unoccupied orbital energy, eV: 1.2


Calculated molar mass (g/mol), listed in the same order as above: 212.054 226.133 85.150 85.150 85.150 85.150
Calculated ΔE to the lowest compared entry with this formula, charge and spin (eV), listed in the same order as above: 7.707 3.650 1.347 1.533 2.603 4.320
Calculated E (Ha), listed in the same order as above: -549.0192 -784.1445 -251.7502 -251.8062 -251.7669 -251.7038